110
Properties=species:S:1:pos:R:3:lowdin_charge:R:1 method="wB97M-V/def2-TZVPD" charge=-1 spin_multiplicity=2 orbital_gap_ev="5.3 / 6.1" s_squared=1.02
Fe -1.231 -0.718 0.275 0.35
S -1.554 2.424 3.437 1.12
C 0.147 2.323 3.125 -0.46
C 1.175 3.042 3.722 -0.09
C 2.473 2.744 3.359 -0.09
C 2.738 1.734 2.430 -0.08
C 1.719 1.013 1.843 -0.01
C 0.401 1.319 2.182 -0.26
N -0.744 0.710 1.687 0.04
C -1.822 1.186 2.259 -0.54
C -3.114 0.658 1.900 -0.26
C -4.286 1.391 2.052 -0.06
C -5.483 0.937 1.533 -0.11
C -5.485 -0.289 0.846 -0.11
C -4.347 -1.042 0.707 -0.11
C -3.095 -0.607 1.229 -0.41
H 0.962 3.782 4.482 0.11
H 3.294 3.273 3.826 0.10
H 3.763 1.488 2.186 0.10
H 1.925 0.185 1.183 0.10
H -4.241 2.353 2.552 0.10
H -6.393 1.511 1.644 0.09
H -6.412 -0.655 0.417 0.10
H -4.412 -1.995 0.196 0.10
C -1.246 -1.034 -3.039 -0.01
C -1.771 -2.214 -2.278 -0.26
C -2.122 -3.361 -3.037 -0.01
C -2.520 -4.501 -2.420 0.00
C -2.599 -4.525 -1.009 -0.15
C -2.985 -5.680 -0.293 -0.04
C -3.049 -5.654 1.072 -0.07
C -2.746 -4.471 1.769 -0.07
C -2.362 -3.338 1.097 -0.43
S -1.908 -1.903 1.991 1.04
C -2.264 -3.346 -0.318 -0.20
N -1.855 -2.200 -0.963 0.10
H -1.812 -0.909 -3.964 0.08
H -0.209 -1.227 -3.323 0.08
H -1.268 -0.120 -2.457 0.06
H -2.040 -3.302 -4.114 0.11
H -2.774 -5.391 -2.984 0.12
H -3.221 -6.580 -0.847 0.11
H -3.334 -6.539 1.625 0.10
H -2.800 -4.445 2.849 0.11
O -0.068 1.058 6.020 -0.34
S 0.582 -0.228 6.111 0.60
O 0.425 -0.930 7.362 -0.32
N 0.220 -1.173 4.843 -0.11
C 1.291 -1.504 4.137 -0.87
S 1.332 -2.518 2.808 0.62
C 2.558 -0.859 4.645 -0.25
C 3.845 -0.959 4.142 -0.05
C 4.852 -0.232 4.760 -0.09
C 4.582 0.577 5.864 -0.09
C 3.294 0.664 6.378 -0.05
C 2.309 -0.068 5.745 -0.23
H 4.026 -1.584 3.277 0.09
H 5.864 -0.287 4.378 0.10
H 5.385 1.138 6.327 0.09
H 3.068 1.283 7.237 0.11
C -1.163 3.501 -0.388 -0.03
N -2.340 3.261 -1.212 -0.13
C -3.358 4.291 -1.131 -0.06
C -2.679 1.952 -1.461 -0.46
O -2.169 1.019 -0.854 0.02
N -3.621 1.746 -2.441 -0.13
C -3.768 2.614 -3.586 -0.06
C -4.259 0.452 -2.538 -0.04
H -0.725 4.458 -0.680 0.09
H -0.436 2.712 -0.552 0.06
H -1.427 3.548 0.674 0.07
H -3.440 4.639 -0.097 0.09
H -4.327 3.900 -1.431 0.08
H -3.111 5.151 -1.761 0.09
H -3.030 3.411 -3.552 0.09
H -4.767 3.059 -3.641 0.09
H -3.607 2.038 -4.503 0.09
H -4.002 -0.145 -1.667 0.07
H -3.940 -0.076 -3.443 0.08
H -5.346 0.571 -2.573 0.09
O 0.864 -3.084 -0.468 0.04
C 1.281 -1.983 -0.758 -0.56
N 2.563 -1.730 -1.223 0.15
C 2.619 -0.435 -1.857 -0.27
C 1.271 0.161 -1.341 -0.45
O 0.940 1.317 -1.565 0.04
N 0.583 -0.786 -0.687 0.11
C 3.859 0.350 -1.441 -0.14
C 5.101 -0.249 -1.647 -0.03
C 6.271 0.393 -1.284 -0.09
C 6.218 1.659 -0.712 -0.10
C 4.989 2.264 -0.513 -0.08
C 3.812 1.617 -0.878 -0.03
C 2.528 -0.498 -3.381 -0.14
C 2.304 -1.691 -4.056 -0.04
C 2.182 -1.707 -5.442 -0.09
C 2.273 -0.530 -6.164 -0.10
C 2.486 0.669 -5.492 -0.08
C 2.614 0.685 -4.114 -0.01
H 3.110 -2.516 -1.529 0.14
H 5.152 -1.234 -2.098 0.11
H 7.226 -0.093 -1.444 0.10
H 7.130 2.165 -0.422 0.09
H 4.932 3.245 -0.059 0.10
H 2.857 2.096 -0.714 0.10
H 2.194 -2.617 -3.505 0.11
H 2.007 -2.647 -5.951 0.10
H 2.176 -0.541 -7.242 0.09
H 2.550 1.597 -6.047 0.10
H 2.765 1.619 -3.589 0.12